1.
DFT (ωB97M-V/def2-TZVPD) results for C36H44IrN2O3PS6Te as an isolated structure.

Structure (ORCA input):
```
! RIJCOSX wB97M-V def2-TZVPD def2/J DEFGRID3
* xyz -2 1
N 0.37 1.00 -2.17
H -3.41 3.35 1.83
H 2.37 4.99 4.11
C -2.80 2.27 0.08
C 0.67 2.35 -4.17
C -1.61 -2.94 -0.37
C 0.58 3.84 3.70
H 4.53 -2.55 -5.11
H 0.11 4.38 4.53
C -0.32 -3.41 3.72
C -1.50 -1.78 5.25
H 2.65 1.85 1.20
H 0.75 3.41 -6.04
S 1.12 -3.04 -0.64
H 0.00 1.95 4.59
C 1.86 4.55 3.24
C 0.51 2.47 -5.55
H 0.31 -2.81 5.72
H -0.98 -4.22 3.40
C 3.56 -2.85 -5.49
C -3.78 2.52 1.21
H 4.34 -3.72 -7.30
O -0.38 -3.64 -3.30
C -0.62 -3.02 5.18
H -0.38 -0.71 -6.29
C -0.74 -0.57 4.68
O -1.35 -2.45 -5.23
C 0.34 1.14 -3.54
C -1.40 1.28 1.97
Te 3.06 0.03 -1.77
C -0.46 -3.63 -0.22
H -2.78 3.11 -0.63
C -0.11 0.14 -5.68
H 0.06 -2.41 1.83
S -0.63 -5.18 0.56
H -0.04 -0.21 5.44
H -2.64 -0.28 2.89
H -0.03 1.46 -7.37
C 0.87 2.40 4.12
H 2.28 3.73 -1.50
C 2.43 -2.56 -4.75
H -4.76 0.65 1.71
H -2.64 -0.25 1.14
C -0.49 -2.23 2.75
H 3.52 3.14 3.22
H 0.70 -3.79 3.64
S -3.04 -3.73 0.24
C 2.03 2.46 1.85
C -2.31 -5.13 0.90
H -1.46 1.99 2.81
H 2.17 0.89 3.29
C 1.18 -2.92 -5.24
H -1.45 0.25 4.51
H 1.65 2.42 4.90
H -1.54 -2.13 2.47
H 1.07 -1.13 3.66
P 0.19 0.39 2.15
C 1.38 1.56 2.93
H 1.26 2.89 1.21
C 1.06 -3.56 -6.47
H 1.48 4.35 -3.75
H -4.76 2.83 0.83
H 0.07 -3.81 -6.83
S -3.14 -6.32 1.73
H -3.10 1.39 -0.49
Ir 0.56 -0.96 -1.59
C -2.65 0.38 2.03
N 0.05 -1.19 -3.55
H -1.82 -1.57 6.27
C 3.45 -3.50 -6.72
C 2.81 3.58 2.51
H -2.41 -1.95 4.67
H 1.34 1.68 -0.49
C 0.05 0.00 -4.31
C 1.28 3.37 -3.33
H 3.40 4.12 1.78
C 1.71 3.04 -2.11
C -1.38 2.06 0.63
C 0.10 1.38 -6.29
H 2.50 -2.04 -3.80
H -0.15 3.82 2.89
C -3.92 1.25 2.07
H -0.80 1.51 -0.11
S -1.72 -1.35 -1.07
C 1.43 1.70 -1.56
H 2.11 -4.35 -8.16
H -0.89 3.02 0.77
S -0.28 -2.59 -4.27
O 0.75 -0.13 0.87
H 1.59 5.37 2.58
C 0.03 -0.94 3.39
H -1.10 -3.85 5.70
H -4.15 1.52 3.10
C 2.20 -3.85 -7.20
*
```

Its gap between HOMO and LUMO is 4.84 eV. The calculation puts the relative energy (zero: lowest compared OMol25 entry of this formula, charge and spin) at 9.6 kcal per mole.

***

2.
DFT (ωB97M-V/def2-TZVPD) results for C36H44N2SiSr as an isolated structure.

Structure (ORCA input):
```
! RIJCOSX wB97M-V def2-TZVPD def2/J DEFGRID3
* xyz 0 1
C -4.88 1.18 -2.45
C 4.62 -2.29 0.72
C -0.72 -1.63 0.28
C 3.32 -1.72 -2.35
H -1.78 -0.05 -3.19
C 3.38 -2.44 -4.68
H -0.87 -2.35 -0.53
C -4.51 1.84 -1.27
H -4.65 3.48 0.81
H 3.35 0.74 1.61
H -3.16 4.70 4.92
C -5.35 4.22 3.32
N -1.36 2.79 0.50
C 4.02 -0.79 3.00
H 4.74 2.23 -0.69
H 2.40 -4.32 -5.15
H -6.67 -0.89 -2.51
C -2.70 2.77 0.23
H 0.97 -0.17 2.77
H 3.72 -2.26 -5.70
C -7.11 0.08 -2.26
C -6.34 1.23 -2.93
Sr 0.09 1.04 -0.52
H 1.67 -4.70 -2.79
C -4.10 5.04 2.98
H 3.78 -0.19 3.88
C -3.58 3.49 1.06
H -5.25 2.29 -0.62
H -7.09 0.19 -1.16
H -4.12 -0.14 -4.03
H -7.49 1.14 -4.76
H -5.87 1.84 -4.96
C 2.22 -3.79 -3.05
C -3.11 4.20 2.17
H -5.07 3.30 3.86
H 4.78 -2.48 4.14
H -1.29 4.72 3.27
C 4.64 1.57 -1.55
Si 3.64 -0.39 -1.12
C -1.09 -0.04 1.89
C 0.26 -0.48 2.01
H 2.17 -3.03 -1.03
C -0.89 3.45 1.59
H 5.23 0.61 -1.41
H -5.92 3.95 2.42
C -3.89 0.46 -3.14
C 3.75 -1.54 -3.67
H -6.08 0.08 -4.78
C 4.05 -1.02 0.57
N -2.20 1.26 -1.62
C -4.50 6.25 2.13
H -3.61 6.84 1.87
C 3.76 -0.27 1.73
C 2.63 -3.58 -4.37
C 4.58 -2.07 3.14
H -2.61 6.19 4.09
H 5.09 2.04 -2.44
H 3.56 1.43 -1.88
C -6.99 2.56 -2.55
H -6.01 4.81 3.97
C 0.48 -1.48 1.03
C -1.69 -0.76 0.83
C -6.44 1.06 -4.45
H -7.10 2.67 -1.47
H -4.99 5.94 1.20
H -4.22 6.13 4.84
H -1.58 0.67 2.55
H 2.31 0.28 -0.89
H -7.98 2.63 -3.00
H 4.38 -0.68 -3.91
C -3.15 1.94 -0.92
H 4.87 -2.86 -0.17
H -6.38 3.40 -2.93
H -2.73 -0.70 0.52
H -5.19 6.89 2.69
C -3.47 5.54 4.29
C -2.57 0.51 -2.68
H 1.38 -2.08 0.93
H 5.32 -3.80 2.07
C -1.73 4.18 2.43
C 2.53 -2.86 -2.05
H 0.19 3.41 1.76
H -8.16 0.09 -2.58
C 4.88 -2.81 1.99
*
```

Its gap between HOMO and LUMO (spin up / spin down) is 4.97 / 3.54 eV. The calculation puts the relative energy (zero: lowest compared OMol25 entry of this formula, charge and spin) at 2.2 kcal per mole.

***

3.
DFT (ωB97M-V/def2-TZVPD) results for C36H44N6O3Pt as an isolated structure.

Structure (ORCA input):
```
! RIJCOSX wB97M-V def2-TZVPD def2/J DEFGRID3
* xyz 0 1
C -0.04 -2.92 1.43
N -2.52 -0.75 -0.81
H -2.00 -3.77 4.76
H -2.18 3.34 2.01
H 0.51 -3.46 4.74
H 1.33 4.02 -4.10
H -1.94 -1.58 2.64
H -2.41 3.32 0.26
H -3.36 -2.77 4.22
O -3.04 2.47 -2.14
C 0.04 -4.57 -1.23
H 0.62 4.52 2.02
C -2.48 1.51 -1.61
H 0.23 3.08 2.95
C -4.63 0.31 -1.00
H 0.60 0.66 -5.63
O 1.95 0.58 -1.81
C -2.42 -3.23 3.92
C -0.29 2.45 -1.57
C 2.40 0.72 -0.68
H -2.62 -3.94 3.11
C -5.25 -0.82 -0.50
H 3.88 3.18 -1.53
C 1.01 4.30 -0.76
H -5.18 1.21 -1.25
C 2.29 0.20 1.61
H -2.15 2.85 -4.21
C 3.54 0.84 1.84
H -1.64 4.71 1.02
H 5.08 1.97 0.86
N -1.19 1.42 -1.30
C 1.42 4.58 -2.05
H 0.83 -1.84 -1.22
H -0.51 1.87 0.98
H -4.90 -2.80 0.30
H -0.47 -5.21 -0.52
H 2.45 -4.67 3.82
C -3.09 -1.82 -0.25
H 2.05 5.44 -2.24
H 2.57 -2.20 -0.98
H 2.76 -4.81 1.39
C 1.00 3.78 -3.10
O -2.53 -3.90 0.77
C -1.44 -2.15 3.42
H 5.29 2.08 -1.49
H -1.72 1.88 -5.63
H 2.01 -0.55 3.49
H 4.00 0.83 2.81
N 1.59 -0.36 2.59
H -0.92 3.42 -5.34
H 0.79 -0.92 2.32
H -0.67 -3.84 -1.60
C 0.67 -3.47 3.67
C -0.23 -2.84 2.83
H 1.33 2.25 -5.44
N 3.59 1.42 -0.45
C -3.25 0.30 -1.16
C 1.62 -2.61 -1.34
H 3.86 1.69 -2.48
C 0.17 2.70 -2.88
C 0.92 1.40 -4.90
H -0.63 -1.68 5.39
H -6.32 -0.85 -0.37
C -4.47 -1.91 -0.12
H -0.51 -0.35 4.24
C -1.13 -1.18 4.57
C 1.76 -4.16 3.16
C 1.94 -4.24 1.79
C 1.25 -3.88 -0.58
H 1.72 -2.82 -2.40
H -0.71 0.91 -3.61
C 0.15 3.25 -0.50
C -1.74 3.63 1.06
N -0.95 -2.27 0.59
H 1.58 3.04 1.81
C 4.20 2.14 -1.55
H 1.35 4.93 0.04
H 0.37 -5.17 -2.08
C 0.58 3.43 1.98
Pt -0.34 -0.41 -0.47
C -1.33 2.54 -4.86
C -0.27 1.82 -4.03
C 1.05 -3.65 0.90
C 4.14 1.44 0.78
H 2.10 -4.57 -0.66
H 1.70 0.96 -4.28
C -0.37 2.96 0.89
N 1.78 0.17 0.39
C -2.16 -2.80 0.40
H -2.06 -0.77 4.94
*
```

Its gap between HOMO and LUMO is 7.18 eV. The calculation puts the relative energy (zero: lowest compared OMol25 entry of this formula, charge and spin) at 56.4 kcal per mole.

***

4.
DFT (ωB97M-V/def2-TZVPD) results for C36H45As2N4O10RuS2 as an isolated structure.

Structure (ORCA input):
```
! RIJCOSX wB97M-V def2-TZVPD def2/J DEFGRID3
* xyz 3 5
C -2.68 -0.29 -1.41
O 0.70 -2.83 0.53
H 1.34 0.41 4.54
H 5.36 -0.06 -0.43
O -4.22 1.40 -0.83
C -2.01 3.62 0.45
H -3.46 -3.00 0.40
H -6.20 1.34 -0.08
N -0.85 1.55 0.81
C 0.83 -2.83 3.79
H 4.15 -1.11 -3.45
H 1.27 -0.97 5.60
H 3.44 -4.10 -1.09
C 4.52 3.25 1.39
S 2.96 -0.44 0.60
C -2.61 0.02 -2.71
C 6.76 4.26 0.55
H -1.29 1.13 3.74
O 3.33 -1.23 -0.53
H -3.29 0.07 4.56
Ru -0.23 -0.90 1.80
C -1.43 3.70 -0.84
C -2.78 -0.28 3.70
O 3.01 -1.08 1.87
C 3.60 2.21 1.31
O 1.32 -3.04 -4.29
As -1.64 -1.52 -0.41
H -1.46 -2.52 -5.43
S -1.66 -2.62 2.63
H 2.67 2.24 1.79
C 0.75 -2.87 -0.72
C -0.43 2.79 -1.23
H 1.39 -3.34 2.95
C 3.94 1.04 0.66
C 5.79 3.12 0.75
C -1.69 2.50 1.23
C -0.16 1.67 -0.35
H -5.51 3.01 -0.64
H -2.06 -4.00 -0.09
C 0.37 3.02 -2.36
O -3.01 2.17 -3.43
C 1.04 0.94 -0.53
As -1.17 -0.49 -3.99
H -6.45 1.80 -3.19
H -2.62 4.44 0.80
O -3.92 -0.24 0.65
C 3.41 -1.14 -4.26
H 7.65 3.93 0.03
H 2.79 0.71 -1.77
O 2.16 -1.04 -3.51
O 1.56 -3.62 -1.35
H 2.18 2.41 -3.39
H 7.06 1.72 -0.27
C 0.79 -0.51 4.76
C -0.17 -1.95 -1.53
H -3.06 -3.28 -1.34
H 2.27 -5.48 -0.99
H -5.08 2.16 0.92
H -3.22 0.23 2.85
H 6.25 5.10 0.05
H 3.47 -0.22 -4.84
H 7.13 4.69 1.51
N 1.39 0.07 0.45
C 2.55 -4.50 -0.64
N 0.97 -1.31 3.52
C 1.54 2.23 -2.57
H -6.20 1.12 -4.88
C 0.02 -1.61 -2.81
H -3.97 -1.95 2.98
N -1.37 0.12 3.78
C 6.09 1.91 0.14
C -2.67 -3.13 -0.33
H -2.63 -2.40 -4.03
H -2.98 -2.33 4.48
C 1.26 -2.05 -3.64
H 0.17 3.87 -3.00
C 1.84 1.23 -1.68
C -3.04 -1.80 3.51
H -5.27 2.60 -4.33
O -4.78 0.68 -3.61
H 1.37 -3.07 4.73
H -2.18 2.43 2.16
H 3.56 -2.04 -4.83
H -1.16 -1.09 5.43
H -1.07 -3.03 4.93
C -0.70 -0.21 5.00
C -0.60 -3.32 3.99
C 5.18 0.90 0.10
C -2.20 -1.86 -4.87
H 4.16 4.16 1.81
C -5.74 1.64 -4.04
C -3.67 0.32 -0.43
C -3.53 1.09 -3.28
C -5.36 2.06 -0.16
H -0.73 -4.39 3.91
H -0.92 0.58 5.79
H 1.90 -1.16 3.13
H 2.43 -4.47 0.46
H -1.67 4.50 -1.50
H -2.89 -1.43 -5.63
*
```

Its gap between HOMO and LUMO (spin up / spin down) is 6.34 / 2.51 eV. As for the expectation value of S²: 6.045. The calculation puts the relative energy (zero: lowest compared OMol25 entry of this formula, charge and spin) at 0.0 kcal per mole.

***

5.
DFT (ωB97M-V/def2-TZVPD) results for C36H45BCoN10O7S4 as an isolated structure.

Structure (ORCA input):
```
! RIJCOSX wB97M-V def2-TZVPD def2/J DEFGRID3
* xyz -2 4
C -2.96 -2.94 5.37
H -3.84 -0.50 -1.74
C 3.68 -2.15 -5.33
H 2.74 -2.92 -7.09
C -3.24 0.73 -4.29
N -2.06 0.85 -2.08
H 1.47 -2.33 0.63
H 0.44 -2.49 -6.26
H -0.99 2.79 2.60
C -4.05 0.66 0.82
H 6.63 2.12 0.94
H 6.51 0.46 1.59
H -5.54 1.05 -0.66
N 2.95 -0.55 -1.48
O 1.64 3.11 2.76
N -1.84 0.62 0.92
H -5.20 -5.07 6.80
H -1.96 2.10 3.94
H -4.11 -2.83 -2.28
C -1.88 -3.82 5.28
C 2.21 -1.28 -3.62
N -1.06 1.54 -1.49
H -1.08 -2.75 1.60
C 1.12 -1.62 -4.42
C 0.48 3.39 -2.02
H -4.98 -2.72 6.04
H -2.92 -0.27 -4.61
C -2.25 1.31 -3.34
C 3.57 0.35 0.47
H -1.92 -5.17 2.08
C 3.51 -1.57 -4.07
C 1.30 -2.22 -5.66
H -4.22 0.63 -3.83
S 3.57 0.53 2.19
O 0.82 1.58 1.07
C 1.14 -3.10 -0.07
H -3.25 -6.59 6.66
O 4.59 -1.31 -3.32
C -3.16 -3.00 -2.79
N -0.74 -1.53 -0.50
S 0.52 -1.29 3.04
C -5.42 0.47 0.26
H 1.92 -3.22 -0.82
H -0.51 1.27 3.26
C -1.08 -1.67 3.24
O 2.42 3.29 0.47
N -2.92 0.28 0.18
H 0.47 4.25 -2.70
C -1.36 2.34 -3.54
H -0.94 -3.47 4.87
H -0.69 -4.44 -1.99
O -3.66 -0.69 5.46
C -1.98 -5.11 5.75
N 2.61 -0.16 -0.20
C -3.09 -2.65 2.14
C -3.37 -3.83 1.21
C -4.15 -3.41 5.95
H -1.55 -0.12 4.41
C -1.39 1.87 3.03
H 5.28 1.85 3.20
H -5.62 -0.58 0.03
C -2.01 -2.66 -1.91
C -3.17 -5.58 6.30
C -3.68 1.25 2.01
C 5.94 1.32 1.20
N -1.88 -1.51 -1.22
H 4.25 -0.93 -2.45
H -3.10 -4.04 -3.09
H -1.23 2.92 -4.44
H -4.44 -3.83 0.97
H -3.17 -5.98 1.13
H -6.16 0.83 0.98
C -0.91 -3.46 -1.61
H -4.33 1.63 2.78
N -1.66 -2.58 2.41
H -3.32 1.36 -5.17
H 0.13 -1.39 -4.04
H 1.44 2.89 -2.09
N -1.81 -1.08 4.25
C -2.98 -5.16 1.83
H 4.41 2.70 1.89
H 4.69 -2.34 -5.67
H -1.13 -5.77 5.69
C -4.26 -4.71 6.39
C 2.59 -2.47 -6.11
H -3.63 -2.78 3.08
C 1.94 -0.62 -2.32
C -0.14 -2.70 -0.71
O 0.77 -0.19 -2.09
S 5.10 0.78 -0.32
C 4.89 1.77 2.19
H -3.53 -5.35 2.75
C -0.62 2.45 -2.35
B -2.77 -0.24 -1.26
H 1.03 -4.04 0.46
H 0.39 3.73 -0.99
S 1.27 3.03 1.35
O 0.14 3.91 1.04
H -3.16 -2.38 -3.69
H -3.45 -1.72 1.67
Co 0.15 0.36 -0.07
C -2.27 1.23 2.02
C -2.88 -1.51 5.02
H -2.82 -3.68 0.28
*
```

Its gap between HOMO and LUMO (spin up / spin down) is 5.86 / 5.84 eV. As for the expectation value of S²: 3.758. The calculation puts the relative energy (zero: lowest compared OMol25 entry of this formula, charge and spin) at 16.1 kcal per mole.

***

no.,maximum force (eV/A)
1,0.54
2,3.97
3,5.35
4,4.39
5,2.51